(1)
Here is a molecular structure, C2HEuO3 from OMol25. Energies are from wB97M-V/def2-TZVPD.

XYZ file:
```
7
Properties=species:S:1:pos:R:3:forces:R:3:lowdin_spin:R:1
O -3.1653 0.1146 0.2230 3.875 -2.173 -1.049 0.00
H -3.4265 1.0409 0.0667 -0.628 1.180 0.292 0.00
O -0.8179 0.8552 -0.0135 -3.709 -0.426 0.276 0.00
O -0.0298 -0.3239 -0.3459 -2.102 -2.831 0.277 -0.01
C -1.9412 -0.1421 0.0355 -3.663 8.075 1.064 0.00
C -1.0654 -1.2212 -0.1185 5.205 -3.836 -0.925 0.00
Eu 2.5280 0.2351 0.3107 1.022 0.010 0.065 7.01
```
Forces are in eV/Å.

Its spin multiplicity is 8. The HOMO energy (alpha / beta) is -0.90173 / -0.90182 Ha. The largest force on an atom is 0.1737 hartree/bohr. The value obtained for the gap between HOMO and LUMO (alpha / beta) is 0.2653 / 0.2655 Eh. Its energy above the lowest of the compared OMol25 structures with the same formula, charge and spin is 3.332 eV. The expectation value of S² is 15.76. As for the net charge: +3.


(2)
Here is 2 unconnected molecules or ions with the total composition C2H4F2NO from OMol25. Energies are from wB97M-V/def2-TZVPD.

XYZ file:
```
10
Properties=species:S:1:pos:R:3:forces:R:3:lowdin_charge:R:1
C -1.1622 -0.2494 0.3070 4.091 -1.321 -1.046 0.00
C 0.4169 -0.1743 0.2205 -2.734 0.651 -1.298 -0.40
N 0.8951 0.9891 -0.2319 1.221 -0.134 -1.010 -0.16
O 2.2055 1.3484 -0.2263 0.111 -0.257 0.485 -0.34
F 1.0503 -0.8536 1.1802 0.106 0.981 -0.541 0.08
F 0.4000 -1.6167 -1.0245 0.514 0.238 0.087 -0.46
H -1.5614 0.6297 -0.0105 -1.220 2.775 -0.271 0.03
H -1.4359 -0.9877 -0.3905 -0.448 -1.134 -0.531 0.04
H -1.3196 -0.5476 1.2785 -1.050 -0.360 2.274 0.04
H 0.5114 1.4623 -1.1024 -0.590 -1.439 1.851 0.16
```
Forces are in eV/Å.

The HOMO energy is -0.09895 Ha. The largest force on an atom is 0.0860 hartree/bohr. The value obtained for the gap between HOMO and LUMO is 0.2581 Eh. Its energy above the lowest of the compared OMol25 structures with the same formula, charge and spin is 0.139 eV. As for the net charge: -1.


(3)
Here is a molecular structure, C16H21F3NO6S2 from OMol25. Energies are from wB97M-V/def2-TZVPD.

XYZ file:
```
49
Properties=species:S:1:pos:R:3:forces:R:3:lowdin_charge:R:1
C -3.6112 1.3138 -2.6660 -0.534 0.094 -0.408 -0.08
C -2.2230 0.7797 -2.9104 -0.070 1.406 1.189 -0.19
O -1.4873 1.6112 -1.9251 -0.147 -1.959 -0.909 -0.05
C -0.2050 1.1754 -1.8867 0.325 1.059 0.251 -0.47
C 0.3584 1.5363 -0.5347 1.570 0.979 -2.755 -0.26
C -0.0229 2.9637 -0.2725 -0.406 1.397 -0.094 -0.07
C 1.8130 1.5843 -0.7417 -0.670 -0.144 1.293 -0.53
O 2.4848 2.5854 -0.5635 0.793 -0.590 -0.406 0.06
O 2.3048 0.3741 -1.0763 1.537 1.203 -1.256 -0.02
C 3.4681 0.5707 -1.9741 -0.362 -0.840 0.664 -0.21
C 3.6901 -0.8159 -2.5425 0.183 -0.067 -0.119 -0.08
O 0.3043 0.7122 -2.8900 0.148 -0.345 0.748 0.09
H -4.3347 0.6828 -3.1613 -0.444 -0.072 -0.254 0.06
H -3.8763 1.3543 -1.5992 0.357 -0.268 -0.286 0.08
H -3.6958 2.3374 -3.0414 -0.050 -0.109 -0.070 0.07
H -2.1490 -0.2851 -2.6190 0.228 0.555 -0.251 0.12
H -1.7692 0.9963 -3.8955 -0.638 -0.399 0.410 0.12
H 0.7032 3.3663 0.4418 -0.551 0.155 0.023 0.08
H 0.1258 3.5361 -1.2208 0.007 -0.052 0.690 0.10
H -1.0545 3.1748 0.0100 0.045 -0.341 0.301 0.08
H 3.2749 1.3296 -2.7424 -0.354 -0.202 0.269 0.12
H 4.3168 0.9323 -1.3708 -0.255 -0.266 -0.221 0.12
H 4.6084 -0.8117 -3.1628 -0.430 -0.267 0.319 0.07
H 3.7866 -1.4788 -1.6700 0.244 -0.060 -0.449 0.08
H 2.8254 -1.1832 -3.1364 0.527 0.483 0.322 0.08
C 1.2183 0.9860 2.5456 -0.073 -0.200 0.090 -0.15
N 0.6529 -0.3468 2.8240 -2.101 -1.704 0.850 -0.57
S 1.9534 -1.4419 3.0021 0.615 -0.637 0.517 1.03
C 1.3982 -3.1836 3.0923 -0.852 0.473 -0.316 -0.84
F 1.0142 -3.6135 4.3239 0.426 0.103 -1.215 0.06
F 0.4127 -3.4375 2.1979 0.815 -0.231 0.921 0.09
F 2.5055 -3.8937 2.7548 -0.538 0.140 0.215 0.05
S -1.0190 -0.6944 3.4753 -0.802 -0.184 -1.374 0.72
C -2.1676 -1.0233 2.0628 0.136 1.301 1.555 -0.28
C -1.9625 0.0030 1.1490 0.714 0.552 0.935 -0.11
C -1.0027 -0.4627 0.3083 -1.761 -1.443 -2.222 -0.11
C -1.1547 -1.7060 -0.2897 0.481 -1.358 0.157 -0.11
C -2.0498 -2.6316 0.3271 -1.196 0.052 0.290 -0.13
C -2.5836 -2.2839 1.5759 1.219 -1.306 -1.171 -0.11
O -0.9889 -1.9394 4.1913 0.802 0.659 0.462 -0.31
O -1.3926 0.5739 4.0196 0.273 0.463 0.654 -0.31
H 2.3364 0.8904 2.4689 -1.054 0.142 0.152 0.08
H 0.8518 1.2944 1.5652 0.103 0.362 0.309 0.04
H 0.9497 1.6944 3.3432 0.133 -0.200 -0.299 0.09
H -2.2498 1.0414 1.2286 0.507 0.384 0.571 0.12
H -0.1481 0.4537 0.1548 -0.366 0.032 -0.861 0.08
H -0.6423 -2.0561 -1.1916 0.609 0.253 0.660 0.10
H -2.2464 -3.6514 -0.0683 -0.126 0.971 -0.127 0.10
H -3.3210 -2.9132 2.0904 0.982 0.025 0.243 0.10
```
Forces are in eV/Å.

The HOMO energy is -0.13534 Ha. The largest force on an atom is 0.0645 hartree/bohr. The value obtained for the gap between HOMO and LUMO is 0.2248 Eh. Its energy above the lowest of the compared OMol25 structures with the same formula, charge and spin is 6.617 eV. As for the net charge: -1.


(4)
Here is 5 unconnected molecules or ions with the total composition C15H36FN3O10P from OMol25. Energies are from wB97M-V/def2-TZVPD.

XYZ file:
```
66
Properties=species:S:1:pos:R:3:forces:R:3:lowdin_charge:R:1
F 10.2696 28.3906 2.7440 -0.316 -0.191 0.169 -0.65
O 12.2434 27.3840 -1.5301 0.487 -0.118 0.388 -0.25
P 11.0886 27.2983 -2.4199 -0.498 0.172 -0.596 0.49
N 11.3269 27.7417 -4.0125 -0.659 0.160 -0.056 -0.32
C 12.1282 26.9010 -4.8551 0.585 -0.244 -0.255 -0.14
C 11.3835 29.1399 -4.4009 0.297 -0.040 0.467 -0.11
N 9.8399 28.2724 -1.9550 0.442 0.334 0.325 -0.30
C 8.7037 28.6230 -2.7533 -0.822 -0.827 -0.423 -0.16
C 9.6648 28.4929 -0.5044 0.246 -0.395 0.240 -0.08
N 10.5753 25.7191 -2.6025 0.551 -0.722 0.576 -0.31
C 11.0567 24.7327 -1.6179 -0.082 0.663 -0.353 -0.09
C 9.3445 25.4021 -3.2760 -0.295 0.805 -0.466 -0.13
H 12.0705 25.8556 -4.5598 -0.189 0.023 0.077 0.07
H 13.1929 27.1743 -4.8093 -0.049 0.060 -0.084 0.09
H 11.7963 26.9886 -5.8952 0.028 -0.001 -0.008 0.08
H 10.6688 29.7214 -3.8254 -0.109 0.002 -0.165 0.06
H 11.1774 29.2054 -5.4706 -0.060 0.189 -0.005 0.08
H 12.3674 29.5807 -4.1871 0.036 -0.070 -0.205 0.09
H 8.7620 28.2407 -3.7774 0.467 0.308 0.023 0.07
H 7.7916 28.1138 -2.3972 0.035 0.397 0.304 0.08
H 8.5437 29.7027 -2.7687 -0.113 0.048 -0.004 0.08
H 9.3286 27.5716 -0.0149 -0.231 0.165 0.049 0.07
H 10.5851 28.7549 0.0196 -0.020 0.034 -0.224 0.08
H 8.9334 29.2834 -0.3445 0.001 -0.028 -0.013 0.08
H 12.0307 25.0941 -1.2915 -0.020 -0.265 0.179 0.06
H 10.3975 24.6610 -0.7456 0.007 -0.111 -0.045 0.08
H 11.1403 23.7615 -2.1105 0.024 -0.062 0.108 0.08
H 9.2284 24.3332 -3.4460 0.109 -0.086 0.184 0.08
H 9.3428 25.8892 -4.2608 -0.024 -0.117 0.055 0.07
H 8.4630 25.7959 -2.7518 -0.049 -0.298 0.101 0.07
C 13.2714 23.0804 1.3070 0.726 -0.434 -0.018 -0.08
O 11.9064 23.1919 1.6433 -0.174 -0.322 -0.025 -0.03
C 11.5357 24.4509 1.9781 -0.133 0.225 0.219 -0.64
O 12.2145 25.4201 1.8228 0.116 0.177 0.048 0.16
O 10.3313 24.3594 2.5098 -0.642 -0.522 0.156 -0.01
C 9.6243 25.5280 3.0023 0.335 -0.715 0.372 -0.03
H 13.5107 23.5582 0.3582 -0.020 0.330 0.139 0.09
H 13.5283 22.0235 1.1999 -0.455 -0.031 0.040 0.09
H 13.8916 23.4576 2.1225 0.025 0.304 -0.237 0.10
H 10.1970 26.0000 3.7940 0.301 0.546 -0.544 0.07
H 8.7475 25.1249 3.5131 -0.117 -0.180 -0.436 0.08
H 9.3645 26.1714 2.1756 0.234 0.504 0.190 0.07
C 3.6444 30.6653 3.2690 0.306 0.487 0.574 -0.07
O 4.3181 29.4253 3.4451 -0.679 -0.162 0.038 -0.01
C 5.6530 29.5024 3.3344 0.469 -0.062 0.064 -0.64
O 6.2509 30.5148 3.0873 0.093 0.230 -0.046 0.12
O 6.1510 28.3049 3.5472 -0.293 -0.356 0.765 0.01
C 7.5921 28.1540 3.5302 0.462 0.036 -0.848 -0.04
H 2.5753 30.5020 3.3644 -0.009 -0.372 -0.353 0.08
H 3.9368 31.1217 2.3264 -0.215 0.027 -0.064 0.09
H 3.9012 31.3568 4.0818 0.201 -0.077 -0.206 0.09
H 7.8596 28.0440 2.4869 0.487 0.259 0.017 0.07
H 7.8871 27.2415 4.0363 -0.569 -0.101 0.190 0.07
H 8.1511 28.9682 3.9760 -0.234 0.279 -0.194 0.09
C 12.0215 27.5014 5.7403 -0.574 0.414 -0.237 -0.03
O 13.3703 27.6707 6.2125 -0.164 -0.373 0.159 0.00
C 14.1531 28.4883 5.5287 -0.307 0.364 -0.120 -0.62
O 13.9284 29.0139 4.4765 0.042 -0.071 -0.004 0.15
O 15.2683 28.6757 6.2567 0.175 -0.536 0.426 -0.01
C 16.2605 29.4355 5.6100 0.120 0.904 -0.263 -0.07
H 11.4250 28.3725 6.0206 0.136 0.039 -0.018 0.10
H 11.6136 26.6404 6.2631 0.221 -0.119 -0.019 0.08
H 11.9160 27.4037 4.6565 0.328 0.020 -0.002 0.08
H 16.3767 29.1173 4.5765 0.130 0.002 -0.005 0.10
H 17.1890 29.3562 6.1683 -0.033 -0.373 0.072 0.09
H 15.9860 30.4969 5.6200 -0.068 -0.126 -0.172 0.10
```
Forces are in eV/Å.

The HOMO energy is -0.15962 Ha. The largest force on an atom is 0.0241 hartree/bohr. The value obtained for the gap between HOMO and LUMO is 0.2571 Eh. Its energy above the lowest of the compared OMol25 structures with the same formula, charge and spin is 0.000 eV. As for the net charge: -1.